The following is a DFT calculation (wB97M-V/def2-TZVPD) of a cluster of 2 separate species, C3H3Cl2OP in total.

Summary:
* E_tot: -1452.92598 hartree
* ⟨S²⟩: 2.02
* 2S+1: 3
* gap between HOMO and LUMO (spin up / spin down): 10.94 / 7.09 eV

Last columns: bonded neighbours and bond lengths (Å).
Positions of all 10 atoms, in Å:
1 C -1.37089 -0.34867 -1.23489  C2 1.196, C3 1.457
2 C -2.19980 -1.00023 -0.67029  C1 1.196
3 C -0.21967 0.22549 -1.91945  C1 1.457, H8 1.091, H9 1.089, H10 1.087
4 O 1.17028 1.07683 3.58247  P5 1.460
5 P 0.98205 0.45753 2.27395  O4 1.460, Cl6 2.038, Cl7 2.051
6 Cl -0.84864 -0.43410 2.18578  P5 2.038
7 Cl 2.30665 -1.09127 2.04702  P5 2.051
8 H -0.35887 0.13588 -2.99770  C3 1.091
9 H -0.14694 1.27650 -1.64285  C3 1.089
10 H 0.68582 -0.29796 -1.62404  C3 1.087